[1]
Molecular formula: C5H6O
Method: DFT, ωB97M-V/def2-TZVPD

Output
Orbital gap in Eh: 0.38179
SMILES: C=C=CC(C)=O

```
12
Properties=species:S:1:pos:R:3:nbo_charge:R:1
H 0.735 -2.807 -0.679 0.239
H 0.415 3.309 -0.507 0.236
H 0.626 3.136 1.337 0.237
O 1.614 -0.591 0.092 -0.535
C -0.194 1.509 0.332 0.204
H -0.701 -2.018 -1.398 0.230
C 0.426 -0.800 -0.031 0.563
C 0.296 2.712 0.393 -0.484
H -1.649 -0.001 0.283 0.234
H -0.760 -2.576 0.277 0.230
C -0.106 -2.139 -0.486 -0.713
C -0.595 0.264 0.225 -0.441
```

[2]
Molecular formula: C5H6O
Method: DFT, ωB97M-V/def2-TZVPD

Output
Orbital gap in Eh: 0.38967
SMILES: O=C1CC=CC1

```
12
Properties=species:S:1:pos:R:3:nbo_charge:R:1
H -1.709 0.878 -0.715 0.241
H 1.685 0.980 -0.621 0.241
O -0.104 1.909 1.425 -0.522
H 1.369 -1.758 -0.803 0.215
H -2.018 0.059 0.814 0.240
H -1.203 -1.836 -0.893 0.215
C 0.712 -0.962 -0.467 -0.185
H 1.962 0.192 0.930 0.240
C 1.226 0.320 0.130 -0.562
C -1.250 0.242 0.055 -0.561
C -0.051 0.982 0.655 0.622
C -0.620 -1.003 -0.511 -0.185
```

[3]
Molecular formula: C5H6O
Method: DFT, ωB97M-V/def2-TZVPD

Output
Orbital gap in Eh: 0.39125
SMILES: C#C[C@@H](C)C=O

```
12
Properties=species:S:1:pos:R:3:nbo_charge:R:1
C -0.061 1.404 0.287 -0.584
C -1.386 -0.800 -0.144 0.459
H -0.964 1.971 0.535 0.215
O -1.687 -0.626 -1.295 -0.497
H -1.925 -1.543 0.479 0.114
H 0.763 1.774 0.905 0.219
H 2.676 -1.467 -1.378 0.241
C 1.882 -1.141 -0.745 -0.229
H 0.196 1.580 -0.760 0.230
C -0.199 -0.107 0.543 -0.400
H -0.278 -0.297 1.620 0.231
C 0.984 -0.748 -0.046 0.000
```

[4]
Molecular formula: C5H6O
Method: DFT, ωB97M-V/def2-TZVPD

Output
Orbital gap in Eh: 0.28690

```
12
Properties=species:S:1:pos:R:3:nbo_charge:R:1
H 1.275 0.617 0.911 0.214
C 1.103 0.039 -1.248 -0.513
H 1.843 0.808 -1.477 0.231
C -0.621 0.177 -0.235 -0.340
O -1.499 -0.153 1.820 -0.613
H 1.039 -1.130 0.671 0.210
C -0.352 0.403 -1.620 0.044
H -0.525 -0.309 1.781 0.499
H -2.758 0.402 0.299 0.212
C -1.724 0.174 0.559 0.349
H 1.419 -0.894 -1.723 0.235
C 0.800 -0.134 0.261 -0.528
```

[5]
Molecular formula: C5H6O
Method: DFT, ωB97M-V/def2-TZVPD

Output
Orbital gap in Eh: 0.37830

```
12
Properties=species:S:1:pos:R:3:nbo_charge:R:1
H 2.115 -0.705 0.434 0.239
C 0.117 -1.287 -0.265 0.544
H -0.289 1.655 -1.198 0.216
C 1.269 -0.314 -0.130 -0.500
C -0.708 1.155 -0.329 -0.403
H 0.183 0.556 1.696 0.240
H -1.976 -0.667 0.061 0.234
H -1.528 1.698 0.134 0.231
C -0.985 -0.318 -0.212 -0.286
C 0.169 0.456 0.618 -0.147
O 0.056 -2.447 0.089 -0.589
H 1.592 0.186 -1.049 0.221
```

[6]
Molecular formula: C5H6O
Method: DFT, ωB97M-V/def2-TZVPD

Output
Orbital gap in Eh: 0.38845
SMILES: C#CCC(C)=O

```
12
Properties=species:S:1:pos:R:3:nbo_charge:R:1
H -2.544 0.843 0.124 0.241
C -0.856 -0.447 -0.075 0.615
C 2.315 -0.200 1.186 -0.222
C 0.520 -0.624 -0.736 -0.580
H -0.998 1.568 0.618 0.248
H 2.992 -0.097 2.003 0.239
H 0.607 -1.667 -1.058 0.261
C -1.485 0.926 -0.126 -0.726
O -1.373 -1.371 0.506 -0.521
H -1.361 1.400 -1.104 0.223
H 0.635 0.024 -1.613 0.238
C 1.546 -0.355 0.273 -0.015
```

[7]
Molecular formula: C5H6O
Method: DFT, ωB97M-V/def2-TZVPD

Output
Orbital gap in Eh: 0.39145
SMILES: CCC#CC=O

```
12
Properties=species:S:1:pos:R:3:nbo_charge:R:1
H -1.087 1.062 0.713 0.234
O 1.727 1.117 1.198 -0.544
H -0.426 -1.320 0.682 0.253
C -1.597 0.383 0.022 -0.594
C 0.559 -0.396 -0.836 0.190
C 1.612 0.209 -0.995 -0.226
C 2.243 0.459 0.324 0.396
H 3.181 -0.090 0.483 0.134
H -1.798 0.929 -0.903 0.214
H -1.168 -1.591 -0.888 0.244
C -0.702 -0.828 -0.264 -0.514
H -2.545 0.066 0.464 0.213
```

[8]
Molecular formula: C5H6O
Method: DFT, ωB97M-V/def2-TZVPD

Output
Orbital gap in Eh: 0.31622

```
12
Properties=species:S:1:pos:R:3:nbo_charge:R:1
C 1.418 -0.816 -0.237 0.112
O -1.151 1.361 0.087 -0.467
H 2.587 -2.062 1.001 0.247
H -2.821 2.598 0.034 0.189
C -0.876 0.325 -0.672 0.200
C -2.559 1.559 0.235 -0.254
H 3.490 -0.983 -0.074 0.246
H -3.054 0.870 -0.452 0.210
C 2.605 -1.622 -0.002 -0.698
H -2.787 1.301 1.271 0.189
H 2.686 -2.429 -0.736 0.236
C 0.461 -0.103 -0.456 -0.210
```

[9]
Molecular formula: C5H6O
Method: DFT, ωB97M-V/def2-TZVPD

Output
Orbital gap in Eh: 0.39436
SMILES: C#C[C@@H](C)C=O

```
12
Properties=species:S:1:pos:R:3:nbo_charge:R:1
C 1.009 -0.781 -0.307 -0.018
H 2.877 -1.839 -1.049 0.240
C -0.175 -0.155 0.294 -0.408
H 0.859 1.547 1.155 0.219
C -0.036 1.346 0.561 -0.591
H -0.915 1.704 1.103 0.229
H -1.498 -1.500 -0.908 0.120
O -2.385 0.280 -0.552 -0.507
H -0.310 -0.683 1.251 0.255
H 0.032 1.907 -0.375 0.220
C 1.997 -1.344 -0.702 -0.220
C -1.454 -0.481 -0.471 0.460
```

[10]
Molecular formula: C5H6O2
Method: DFT, ωB97M-V/def2-TZVPD

Output
Orbital gap in Eh: 0.34722
SMILES: CC(=O)CC=C=O

```
13
Properties=species:S:1:pos:R:3:nbo_charge:R:1
O -1.925 -2.723 0.733 -0.461
C -0.546 -1.492 -0.924 -0.578
C 0.236 -0.222 -0.784 -0.506
H 0.868 1.952 1.852 0.243
H 0.031 2.545 0.406 0.242
H -0.541 -2.023 -1.869 0.263
H -0.047 0.515 -1.550 0.232
H 1.654 1.868 0.243 0.224
H 1.313 -0.393 -0.939 0.234
O -0.565 -0.133 1.449 -0.534
C -1.260 -2.083 0.019 0.751
C 0.072 0.419 0.577 0.608
C 0.710 1.772 0.787 -0.718
```

[11]
Molecular formula: C5H6O2
Method: DFT, ωB97M-V/def2-TZVPD

Output
Orbital gap in Eh: 0.33356
SMILES: OCc1ccco1

```
13
Properties=species:S:1:pos:R:3:nbo_charge:R:1
O 0.250 -1.133 -0.329 -0.420
H 2.857 0.491 0.706 0.228
C 0.925 1.150 0.032 -0.316
C -1.724 0.135 -0.430 -0.132
C 1.912 0.322 0.347 -0.307
C 1.609 -0.946 0.136 0.048
H -2.004 -0.408 -1.275 0.183
O -2.362 -0.118 0.828 -0.666
C -0.104 0.164 -0.387 0.297
H -2.322 -1.244 0.606 0.470
H 2.082 -1.831 0.555 0.202
H -1.918 1.208 -0.882 0.172
H 0.798 2.210 0.093 0.241
```

[12]
Molecular formula: C5H6O2
Method: DFT, ωB97M-V/def2-TZVPD

Output
Orbital gap in Eh: 0.34939
SMILES: C1=COC=COC1

```
13
Properties=species:S:1:pos:R:3:nbo_charge:R:1
H -0.354 2.249 -1.449 0.203
C -0.505 1.110 0.451 -0.302
C 0.524 -0.874 -1.220 0.046
C -0.371 -0.143 1.313 -0.126
H -0.340 0.468 2.344 0.210
H -1.241 -0.584 0.916 0.205
C -0.313 1.341 -0.789 0.124
O 0.869 -0.735 1.235 -0.493
H 0.725 -1.389 -2.302 0.227
O -0.241 0.296 -1.573 -0.513
C 0.895 -1.398 -0.041 0.007
H -0.913 2.020 0.977 0.201
H 1.266 -2.361 0.138 0.212
```

Quick rundown of HOMO, same order as above: -9.68, -9.59, -9.82, -8.20, -9.29, -9.66, -10.08, -8.28, -9.90, -8.74, -8.33, -8.65 eV
Quick rundown of energy, same order as above: -7327.9041, -7329.0912, -7327.2320, -7324.8070, -7327.4612, -7327.6609, -7326.3525, -7325.1089, -7327.4410, -9376.2503, -9373.4022, -9372.5851 eV
Quick rundown of energy above the lowest of the compared OMol25 structures with the same formula, charge and spin, same order as above: 133.19, 18.65, 198.04, 432.01, 175.92, 156.65, 282.89, 402.89, 177.87, 81.56, 356.36, 435.20 kJ/mol